Record 1
{
  "formula": "C8H19N3",
  "method": "ωB97M-V/def2-TZVPD",
  "symbols": ["N", "N", "N", "C", "C", "C", "C", "C", "C", "C", "C", "H", "H", "H", "H", "H", "H", "H", "H", "H", "H", "H", "H", "H", "H", "H", "H", "H", "H", "H"],
  "coordinates": [[-2.98308, 1.89505, 2.27350], [0.93026, -1.53131, -2.75673], [0.32772, -1.82981, -1.61528], [1.58272, -2.39291, -3.69719], [-0.02360, -0.83824, -0.88163], [-0.77966, 0.93406, 1.96459], [-0.36710, 0.93427, 3.42663], [-1.72478, 2.06392, 1.57326], [1.30207, -0.30763, -3.38791], [1.91517, -1.14281, -4.52992], [0.45356, -0.27632, 3.87195], [-0.53274, -1.03535, 0.06482], [-3.59474, 2.66877, 2.05751], [-3.44174, 1.03882, 1.95714], [1.33430, -1.11305, -5.46758], [-1.29591, -0.01322, 1.75608], [-1.82935, 2.05795, 0.48277], [0.46544, -0.31870, 4.97687], [-1.28724, 3.04253, 1.83501], [2.97798, -0.96915, -4.73183], [0.47219, 0.35148, -3.68584], [0.19830, 1.86337, 3.61197], [0.03226, -1.20967, 3.50013], [2.46605, -2.91014, -3.27592], [0.90191, -3.14836, -4.16341], [0.14505, 0.20530, -1.19851], [0.11333, 0.95895, 1.30179], [2.03410, 0.28602, -2.82167], [-1.28676, 0.98101, 4.04824], [1.49428, -0.24485, 3.51117]],
  "lowdin_charge": [-0.01, -0.23, 0.01, -0.16, -0.07, -0.26, -0.28, -0.31, -0.18, -0.12, -0.12, 0.04, 0.06, 0.08, 0.11, 0.09, 0.10, 0.07, 0.12, 0.10, 0.11, 0.11, 0.07, 0.11, 0.12, 0.06, 0.11, 0.11, 0.11, 0.07],
  "total_charge": 0,
  "homo_lumo_gap_ev": 8.9,
  "e_lumo_ha": 0.0338,
  "smiles": "C=NN1CCC1.CCCCN",
  "homo_energy_ev": -7.989,
  "relative_energy_kj_mol": 149.8
}



Record 2
{
  "formula": "C3H9NO2",
  "method": "ωB97M-V/def2-TZVPD",
  "symbols": ["O", "O", "N", "C", "C", "C", "H", "H", "H", "H", "H", "H", "H", "H", "H"],
  "coordinates": [[-0.16912, -3.00930, 0.35216], [0.10032, -1.47641, 1.87568], [1.75817, 2.63016, -0.71078], [0.89059, 1.97695, -1.71828], [-0.64321, -2.13530, 0.94104], [-2.01110, -1.72868, 0.96355], [0.60236, 2.59752, -2.61446], [2.72000, 2.61650, -0.89650], [1.76194, 1.88466, 0.11357], [-2.79053, -2.46334, 0.64086], [-2.13759, -0.72028, 0.38164], [-2.28532, -1.52894, 1.91999], [0.99934, -1.67497, 1.97617], [-0.03562, 2.10066, -1.14856], [1.23977, 0.93075, -2.07609]],
  "lowdin_charge": [0.15, 0.10, -0.10, -0.23, -0.64, 0.00, 0.07, 0.01, 0.11, 0.12, 0.14, 0.04, 0.09, 0.06, 0.09],
  "total_charge": 0,
  "homo_lumo_gap_ev": 10.3,
  "e_lumo_ha": 0.0211,
  "smiles": "CC(=O)O.CN",
  "homo_energy_ev": -9.687,
  "relative_energy_kj_mol": 205.2
}



Record 3
{
  "formula": "C6H13NO",
  "method": "ωB97M-V/def2-TZVPD",
  "symbols": ["O", "N", "C", "C", "C", "C", "C", "C", "H", "H", "H", "H", "H", "H", "H", "H", "H", "H", "H", "H", "H"],
  "coordinates": [[0.56138, 0.97041, 0.13827], [0.27555, -0.09563, 2.33796], [0.99205, -0.41896, -1.01423], [-1.65162, 0.68233, 1.07168], [2.24963, -1.01407, -0.45781], [-0.32668, 0.50817, 1.37943], [-2.21929, 1.49670, -0.05218], [-0.22962, -1.23585, -1.05410], [1.14420, 0.24546, -1.85974], [2.66538, -1.70551, -1.20016], [-0.03261, -2.28653, -0.84315], [-3.11390, 1.01965, -0.46353], [2.04554, -1.56481, 0.45862], [-2.33874, 0.36309, 1.84546], [1.28839, -0.07323, 2.31376], [-0.76526, -1.12348, -1.99679], [-1.50630, 1.63278, -0.86463], [3.01734, -0.26173, -0.26552], [-0.94279, -0.88766, -0.25675], [1.41095, 1.25089, 0.50582], [-2.52360, 2.49798, 0.27760]],
  "lowdin_charge": [-0.05, 0.06, -0.17, -0.18, -0.06, -0.47, -0.14, -0.06, 0.13, 0.10, 0.10, 0.06, 0.09, 0.10, 0.01, 0.09, 0.06, 0.08, 0.09, 0.11, 0.06],
  "total_charge": 0,
  "homo_lumo_gap_ev": 6.7,
  "e_lumo_ha": 0.0139,
  "homo_energy_ev": -6.282,
  "relative_energy_kj_mol": 459.7
}



Record 4
{
  "formula": "C23H31N3O4S",
  "method": "ωB97M-V/def2-TZVPD",
  "symbols": ["S", "O", "O", "O", "O", "N", "N", "N", "C", "C", "C", "C", "C", "C", "C", "C", "C", "C", "C", "C", "C", "C", "C", "C", "C", "C", "C", "C", "C", "C", "C", "H", "H", "H", "H", "H", "H", "H", "H", "H", "H", "H", "H", "H", "H", "H", "H", "H", "H", "H", "H", "H", "H", "H", "H", "H", "H", "H", "H", "H", "H", "H"],
  "coordinates": [[3.87938, -0.38296, 3.41278], [-1.97561, 2.99359, 0.97774], [0.33965, 3.87951, 0.24541], [-1.39390, -2.11233, 1.25157], [2.88008, -2.49106, -0.96041], [0.83481, -2.32505, 1.56483], [1.38126, -0.98034, -1.72049], [-1.15166, -0.50664, -2.48656], [2.28203, -0.68410, 0.51544], [2.13986, -1.70457, 1.65924], [-1.14040, 0.71737, 1.17776], [-0.06389, -0.15852, 1.05853], [-0.28227, -1.60574, 1.30260], [1.56816, 4.43311, -0.15657], [0.95555, -1.68601, -2.90428], [-0.57898, -1.78436, -2.87855], [1.42907, -0.85076, 3.98761], [-2.39262, -0.62776, -1.73904], [-3.25684, 2.56803, 1.37303], [3.27630, 0.15321, 4.93240], [-1.25473, 1.90012, -3.03708], [0.27925, 2.54714, 0.49808], [2.33518, -1.04985, 2.99410], [-3.58279, -1.22125, -2.50007], [1.97001, -0.16390, 5.09963], [1.34256, 1.66596, 0.38033], [1.17918, 0.31393, 0.65804], [-1.18213, 0.46966, -3.56472], [0.74698, -3.73937, 1.83280], [2.20987, -1.49151, -0.80165], [-0.98840, 2.06178, 0.90229], [-0.25381, 0.36015, -4.12939], [0.74160, -0.23469, -1.46691], [-0.93800, -2.13782, -3.85734], [-3.34473, -2.21432, -2.87365], [-4.43350, -1.30366, -1.82902], [1.37904, 5.49664, -0.29189], [1.40385, 0.07962, 5.98057], [-3.66804, 1.82725, 0.67950], [-2.23364, 2.12692, -2.62430], [3.93317, 0.66901, 5.60387], [-2.65354, 0.37011, -1.38155], [1.34449, -4.29373, 1.10612], [1.91353, 4.00467, -1.10350], [-3.87032, -0.59220, -3.33978], [-2.01354, 0.29150, -4.26568], [0.40754, -1.18215, 3.93684], [2.31436, 2.01653, 0.07015], [-2.18607, -1.24734, -0.86266], [2.34099, 4.29759, 0.60704], [-0.51205, 2.04990, -2.25702], [1.10578, -3.96088, 2.84052], [-3.87937, 3.46117, 1.35911], [1.29947, -1.14504, -3.79238], [-0.86261, -2.51768, -2.12097], [-2.08656, 0.30239, 1.48448], [-3.24758, 2.14804, 2.38383], [1.41128, -2.67777, -2.90420], [-1.06077, 2.59940, -3.84683], [-0.29826, -4.03065, 1.74599], [2.89434, -2.48673, 1.50800], [3.26799, -0.21357, 0.56627]],
  "lowdin_charge": [1.05, -0.06, -0.06, 0.05, 0.07, -0.05, 0.10, -0.20, -0.12, -0.26, 0.06, -0.08, -0.41, -0.08, -0.14, -0.17, -0.11, -0.24, -0.07, -0.41, -0.06, -0.19, -0.47, -0.07, -0.18, 0.06, -0.16, -0.24, 0.00, -0.45, -0.19, 0.11, 0.12, 0.12, 0.07, 0.07, 0.10, 0.10, 0.09, 0.07, 0.06, 0.10, 0.10, 0.10, 0.06, 0.11, 0.12, 0.12, 0.10, 0.10, 0.06, 0.10, 0.10, 0.11, 0.13, 0.12, 0.10, 0.12, 0.07, 0.09, 0.15, 0.15],
  "total_charge": 0,
  "homo_lumo_gap_ev": 8.8,
  "e_lumo_ha": 0.0217,
  "smiles": "CCN(CC)CCNC(=O)[C@H]1c2cc(OC)c(OC)cc2C(=O)N(C)[C@@H]1c1cccs1",
  "homo_energy_ev": -8.195,
  "relative_energy_kj_mol": 149.0
}



Number 1: E -480.3872 a.u.. Number 2: E -324.8945 a.u.. Number 3: E -366.2588 a.u.. Number 4: E -1758.4672 a.u..